Computed, not measured: the molecule C4H5N3 in a non-equilibrium geometry, with ωB97M-V with the def2-TZVPD basis set.

The geometry in XYZ format:
```
12
Properties=species:S:1:pos:R:3:forces:R:3
N -2.00264 -1.45255 -1.25796 1.54 0.50 0.36
C -0.92423 -1.07242 -1.05507 -0.60 0.47 -0.51
C 0.49686 -0.63158 -0.77316 0.41 0.10 -0.28
C -0.27738 2.03291 -0.32630 -0.15 0.51 0.64
N -0.10595 1.41597 0.77025 -0.11 -0.04 -0.41
C 0.36971 0.41645 1.37880 -0.12 0.40 0.08
N 0.76854 -0.71640 0.66530 -0.02 0.25 -0.10
H 1.11303 -1.37923 -1.26659 0.19 0.07 -0.10
H 0.85631 0.43111 -1.17717 -1.32 -2.41 0.74
H -1.35783 2.10869 -0.54674 0.06 -0.06 -0.02
H 0.50881 0.44046 2.44803 0.12 -0.09 0.06
H 0.55476 -1.59341 1.14061 -0.01 0.29 -0.47
```
Positions in Å, forces in eV/Å.

Its spin multiplicity is 1. As for the lowest unoccupied orbital energy: 0.683 eV. For the energy relative to the best compared isomer or geometry (same formula, charge and spin), the calculation gives 98.2 kcal/mol. The calculation puts the HOMO energy at -8.00 eV. The largest force on an atom comes out at 2.85 eV/A. As for the charge: 0. The molar mass comes out at 95.10 g mol⁻¹. As for the energy: -319.555778 Eh.